No. 1
{
  "formula": "C18H18BrN3O5S",
  "method": "ωB97M-V/def2-TZVPD",
  "species": ["Br", "S", "O", "O", "O", "O", "O", "N", "N", "N", "C", "C", "C", "C", "C", "C", "C", "C", "C", "C", "C", "C", "C", "C", "C", "C", "C", "C", "H", "H", "H", "H", "H", "H", "H", "H", "H", "H", "H", "H", "H", "H", "H", "H", "H", "H"],
  "coordinates": [[6.1123, 0.6047, -0.1904], [3.0318, 1.7116, 0.3968], [1.2042, -2.2537, 2.3016], [1.6872, 2.0573, 0.7865], [3.3861, 1.8955, -0.9723], [-6.2496, 0.8463, -0.9557], [-3.5575, 1.6802, -0.5476], [0.3932, -0.3434, 1.3539], [-0.8539, -0.8131, 1.1414], [3.2874, 0.0997, 0.7884], [4.8647, -0.6302, -0.8847], [3.1238, -2.5328, -1.8333], [2.7132, -0.3974, 2.0200], [-4.7622, -2.1789, 0.4181], [4.1328, 2.6438, 1.4946], [-3.9830, 0.4209, -0.2116], [4.3526, -2.3612, -2.4470], [-3.4733, -1.7649, 0.6840], [1.3558, -1.1213, 1.9090], [-1.7126, -0.0264, 0.6280], [2.7557, -1.7364, -0.7632], [-5.6756, -1.2980, -0.1347], [-4.4400, 2.3647, -1.4082], [3.6229, -0.7665, -0.2702], [-5.8773, 2.2048, -0.9183], [5.2307, -1.4047, -1.9695], [-3.0645, -0.4680, 0.3703], [-5.2973, 0.0034, -0.4382], [1.7909, -1.8744, -0.3046], [-5.0681, -3.1868, 0.6510], [3.4154, -1.1002, 2.4817], [2.5878, 0.4680, 2.6752], [4.6339, -2.9721, -3.2905], [-4.3582, 1.9604, -2.4264], [-5.9536, 2.5873, 0.1090], [-4.1291, 3.4103, -1.4018], [4.8504, 3.1722, 0.8806], [2.4365, -3.2822, -2.1936], [-1.4639, 1.0057, 0.3630], [-6.6937, -1.5903, -0.3360], [0.6191, 0.6252, 1.0911], [4.6411, 1.9575, 2.1590], [3.5122, 3.3362, 2.0492], [-2.7482, -2.4244, 1.1312], [-6.5793, 2.7374, -1.5614], [6.1995, -1.2656, -2.4241]],
  "lowdin_charge": [0.86, 0.62, 0.08, -0.32, -0.29, -0.03, -0.03, 0.04, 0.09, -0.22, -0.59, -0.06, -0.08, -0.08, -0.14, -0.15, -0.07, -0.03, -0.49, -0.06, 0.01, 0.00, -0.14, -0.30, -0.15, -0.12, -0.13, -0.20, 0.11, 0.10, 0.14, 0.13, 0.11, 0.14, 0.14, 0.13, 0.05, 0.11, 0.13, 0.12, 0.10, 0.05, 0.06, 0.11, 0.13, 0.10],
  "homo_ev": -8.21,
  "smiles": "CS(=O)(=O)N(CC(=O)N/N=C/c1cccc2c1OCCO2)c1ccccc1Br",
  "energy_ev": -114541.9752,
  "e_lumo_ev": 0.40
}



No. 2
{
  "formula": "C22H30ClPPd",
  "method": "ωB97M-V/def2-TZVPD",
  "species": ["Pd", "Cl", "P", "C", "C", "C", "C", "C", "C", "C", "C", "C", "C", "C", "C", "C", "C", "C", "C", "C", "C", "C", "C", "C", "C", "H", "H", "H", "H", "H", "H", "H", "H", "H", "H", "H", "H", "H", "H", "H", "H", "H", "H", "H", "H", "H", "H", "H", "H", "H", "H", "H", "H", "H", "H"],
  "coordinates": [[-0.1270, -0.0225, 0.5179], [1.1645, -0.9973, -1.0093], [-1.1192, -1.2738, 2.1473], [3.4487, 0.9304, -5.0846], [0.3792, 2.6185, -0.2141], [0.0069, -0.2300, 4.5056], [-3.5654, 0.0548, -0.2752], [2.0794, 0.7139, -5.6297], [1.1151, 1.8471, -5.6445], [-2.6765, -0.7010, 2.8413], [0.8557, -0.2820, 5.6210], [-1.8105, -0.6226, -1.6208], [1.8924, -1.2303, 5.6962], [-0.0966, 2.1232, 1.9959], [-3.1236, 1.1890, -1.0237], [1.6126, -0.6915, -5.8060], [-2.8249, -1.0875, -0.6984], [-1.3508, -3.0343, 1.7865], [-2.0228, 0.7875, -1.8195], [0.0797, -1.2496, 3.5405], [1.0765, -2.2433, 3.6507], [1.0867, 1.3564, 1.6271], [1.9995, -2.2216, 4.7067], [-0.4409, 2.9395, 0.8870], [1.3441, 1.6440, 0.2016], [1.7696, -1.2168, -6.7793], [-1.1446, 3.7683, 0.9483], [1.0719, 2.4689, -6.5590], [3.7403, 0.0274, -4.5218], [0.3657, 3.0982, -1.1884], [0.6953, 0.4410, 6.4223], [-2.7826, 0.3836, 2.7251], [-3.6374, 2.1566, -0.9989], [-0.5061, -3.3839, 1.1735], [1.3987, 2.5414, -4.8247], [1.1704, -3.0443, 2.9104], [-2.6604, -1.0286, 3.8905], [-1.4406, 1.4425, -2.4686], [2.8024, -2.9696, 4.7618], [0.0870, 1.4940, -5.4635], [-3.0707, -2.1302, -0.4869], [-1.4151, -3.5868, 2.7397], [2.6234, -1.1844, 6.5146], [0.5379, -0.7628, -5.5763], [4.2934, 1.1184, -5.7758], [-2.2835, -3.1355, 1.2155], [2.1698, -1.3047, -5.0655], [2.2196, 1.3226, -0.3661], [-0.7040, 0.6014, 4.3792], [-3.5268, -1.1582, 2.3229], [-1.0730, -1.2295, -2.1746], [1.8036, 0.8453, 2.2887], [3.4243, 1.7862, -4.3903], [-4.3768, 0.0978, 0.4550], [-0.5345, 2.2248, 2.9928]],
  "lowdin_spin": [0.99, 0.32, 0.19, 0.00, 0.35, 0.01, 0.37, 0.00, 0.00, 0.03, 0.00, 0.28, 0.02, 0.20, 0.09, 0.00, 0.18, 0.03, 0.24, 0.02, 0.02, 0.19, 0.00, 0.25, 0.15, 0.00, 0.01, 0.00, 0.00, 0.01, 0.00, 0.00, 0.00, 0.00, 0.00, 0.00, 0.01, 0.01, 0.00, 0.00, 0.00, 0.01, 0.00, 0.00, 0.00, 0.00, 0.00, 0.00, 0.00, 0.00, 0.00, 0.01, 0.00, 0.01, 0.00],
  "homo_ev": [-12.89, -13.37],
  "de_lowest_kcal_mol": 26.7,
  "energy_ev": -48570.6847,
  "e_lumo_ev": [-8.31, -8.57],
  "multiplicity": 5,
  "charge": 2
}



No. 3
{
  "formula": "C3H10OS",
  "method": "ωB97M-V/def2-TZVPD",
  "species": ["S", "O", "C", "C", "C", "H", "H", "H", "H", "H", "H", "H", "H", "H", "H"],
  "coordinates": [[0.8244, 0.3079, 0.9244], [-3.6579, -0.1216, -0.5524], [1.4028, 0.3732, -1.7926], [1.9304, -0.0685, -0.4604], [-0.6467, -0.5873, 1.1109], [-2.8244, -0.7363, -0.6852], [-1.5006, -0.0943, 1.5764], [0.4385, 0.4709, -1.8271], [1.9370, -1.1489, -0.3416], [-1.1738, -1.3090, 0.3607], [2.9424, 0.4137, -0.2188], [1.9096, 0.0038, -2.7570], [1.7190, 1.4203, -1.8160], [-3.2165, 0.1100, 0.2850], [-0.2774, -1.3887, 1.9051]],
  "lowdin_charge": [0.79, -0.10, -0.17, -0.55, -0.52, 0.07, 0.02, -0.01, 0.05, 0.07, 0.11, 0.11, 0.07, 0.00, 0.06],
  "homo_ev": -8.50,
  "de_lowest_kcal_mol": 55.2,
  "smiles": "CCSC.O",
  "energy_ev": -16153.4733,
  "e_lumo_ev": 0.64
}



No. 4
{
  "formula": "C5H12O2",
  "method": "ωB97M-V/def2-TZVPD",
  "species": ["O", "O", "C", "C", "C", "C", "C", "H", "H", "H", "H", "H", "H", "H", "H", "H", "H", "H", "H"],
  "coordinates": [[-0.2497, -1.6251, 1.3586], [1.2720, -1.6226, 3.7620], [-1.0624, -1.4561, -2.3809], [-1.1546, -0.2188, -1.7376], [-0.1965, 1.4872, -0.1080], [-0.1470, 0.3933, -0.9828], [0.7758, 2.6152, -0.0342], [2.2038, -1.3888, 3.6478], [0.9062, 3.1133, -1.0057], [-1.0640, 1.5785, 0.5631], [0.4379, 3.3541, 0.6791], [-0.0850, -1.8730, -2.6073], [-2.1174, 0.2787, -1.8284], [-1.8803, -1.7313, -3.0290], [0.8730, 0.0206, -1.2244], [-0.1877, -1.4170, 0.4090], [1.7727, 2.3064, 0.2985], [-1.0027, -2.2246, 1.3722], [0.9060, -1.5900, 2.8480]],
  "lowdin_spin": [0.00, 0.00, 0.25, 0.09, 0.35, 0.11, 0.08, 0.00, 0.02, 0.03, 0.00, 0.02, 0.00, 0.03, 0.01, 0.00, 0.02, 0.00, 0.00],
  "homo_ev": [-0.57, -2.45],
  "de_lowest_kcal_mol": 20.3,
  "energy_ev": -9472.6819,
  "e_lumo_ev": [3.80, 3.79],
  "multiplicity": 2,
  "charge": -1
}



No. 5
{
  "formula": "C22H23N3O4S",
  "method": "ωB97M-V/def2-TZVPD",
  "species": ["S", "O", "O", "O", "O", "N", "N", "N", "C", "C", "C", "C", "C", "C", "C", "C", "C", "C", "C", "C", "C", "C", "C", "C", "C", "C", "C", "C", "C", "C", "H", "H", "H", "H", "H", "H", "H", "H", "H", "H", "H", "H", "H", "H", "H", "H", "H", "H", "H", "H", "H", "H", "H"],
  "coordinates": [[-2.6210, 2.3898, -0.0667], [1.9962, 3.2647, -2.2495], [4.0148, 2.1268, -0.8353], [3.3073, 0.7828, 1.6698], [-0.9433, 0.7098, -2.7429], [-2.2031, -1.6524, 2.2771], [-0.9762, -0.5530, -0.8831], [-1.7626, -1.8874, 1.0308], [4.2742, 1.5015, -2.0767], [2.7125, 2.0394, -0.3738], [-2.1312, -0.3551, 2.4934], [1.6583, 2.6403, -1.0899], [-2.5384, 0.2556, 3.7834], [-1.9212, -5.8266, -0.3524], [-2.8000, 0.9993, -1.2433], [-1.7857, -3.2004, 0.5397], [0.9581, 3.7099, -3.0953], [-2.7358, -5.4028, 0.6854], [-1.0328, -4.9379, -0.9319], [2.4250, 1.3951, 0.8345], [-1.4834, 0.4151, -1.7011], [0.3573, 2.5763, -0.6141], [-1.3376, 1.7304, 1.0809], [-2.6728, -4.0975, 1.1306], [-1.6224, 0.2976, 1.3501], [1.1026, 1.3209, 1.2753], [4.7004, 0.8635, 1.4599], [0.0718, 1.8968, 0.5578], [-0.9558, -3.6288, -0.4894], [-1.3986, -0.7157, 0.4353], [-0.4392, 3.0555, -1.1566], [-1.6991, 0.7837, 4.2339], [-3.4189, 0.2346, -0.7712], [-3.4263, -6.0916, 1.1478], [-3.3448, 0.9702, 3.6242], [5.0149, 0.2749, 0.5943], [-0.3861, -5.2637, -1.7327], [5.1458, 0.4411, 2.3612], [-3.3192, 1.4292, -2.0988], [5.0303, 1.8954, 1.3326], [1.4508, 4.0553, -4.0031], [-1.4763, 2.3245, 1.9882], [0.2695, 2.8950, -3.3376], [-3.2940, -3.7492, 1.9398], [0.4065, 4.5420, -2.6476], [-2.8763, -0.5235, 4.4597], [-1.9741, -6.8455, -0.7041], [3.7230, 1.9718, -2.8923], [4.0239, 0.4343, -2.0394], [-0.2391, -2.9630, -0.9400], [5.3439, 1.6175, -2.2442], [-0.0862, -0.9402, -1.1706], [0.9144, 0.7937, 2.1975]],
  "lowdin_charge": [0.96, -0.08, -0.11, -0.06, 0.07, 0.14, 0.17, -0.01, -0.07, -0.13, -0.28, -0.18, -0.02, -0.09, -0.34, -0.17, -0.06, -0.08, -0.08, -0.18, -0.53, -0.02, -0.44, -0.02, -0.17, 0.04, -0.07, -0.24, -0.02, -0.19, 0.07, 0.08, 0.09, 0.10, 0.08, 0.09, 0.10, 0.09, 0.09, 0.10, 0.10, 0.12, 0.09, 0.10, 0.10, 0.08, 0.10, 0.08, 0.10, 0.10, 0.09, 0.15, 0.13],
  "homo_ev": -8.21,
  "de_lowest_kcal_mol": 66.8,
  "smiles": "COc1cc([C@H]2SCC(=O)Nc3c2c(C)nn3-c2ccccc2)cc(OC)c1OC",
  "energy_ev": -46681.8230,
  "e_lumo_ev": 0.59
}



No. 6
{
  "formula": "C6H19NO3P2",
  "method": "ωB97M-V/def2-TZVPD",
  "species": ["P", "P", "O", "O", "O", "N", "C", "C", "C", "C", "C", "C", "H", "H", "H", "H", "H", "H", "H", "H", "H", "H", "H", "H", "H", "H", "H", "H", "H", "H", "H"],
  "coordinates": [[0.6441, 0.2874, 2.2377], [1.4032, 1.1153, 0.2721], [0.3077, 0.0131, -3.5920], [0.1450, 1.9932, -0.3686], [-0.0672, -2.7597, 3.9874], [0.0933, -0.4637, 3.8071], [-0.5318, -1.7363, 3.5357], [-1.7497, -1.7923, 2.6364], [0.2899, 1.4737, -5.5458], [0.7598, 0.1661, -4.9368], [1.3996, -0.4347, -0.7251], [-0.8438, 0.4201, 4.5025], [1.8475, 0.1326, -4.8972], [0.6610, 1.5877, -6.5651], [-0.3268, 1.3123, 4.8438], [-0.6528, 0.0285, -3.6035], [-2.3475, -0.8855, 2.6623], [-2.3590, -2.6502, 2.8924], [-0.6777, 0.8022, 1.9709], [1.4905, 1.1520, 2.9525], [-0.7158, 1.6271, -0.1349], [0.4160, -0.6822, -5.5380], [-0.8016, 1.5173, -5.5712], [1.7535, -0.2563, -1.7268], [1.1177, -1.0045, 1.8513], [-1.7146, 0.7111, 3.9048], [-1.4021, -1.9115, 1.6097], [2.0475, -1.1228, -0.1811], [-1.2222, -0.0877, 5.3880], [0.3974, -0.8686, -0.7198], [0.6389, 2.3162, -4.9487]],
  "lowdin_charge": [0.66, 0.63, -0.10, -0.41, 0.09, -0.34, -0.58, -0.03, -0.09, -0.31, -0.36, -0.17, 0.11, 0.07, 0.07, 0.08, 0.06, 0.09, 0.00, -0.01, 0.01, 0.11, 0.07, 0.00, 0.01, 0.05, 0.08, 0.02, 0.09, 0.03, 0.08],
  "homo_ev": -7.93,
  "smiles": "CC(=O)N(C)[PH3]P(C)O.CCO",
  "energy_ev": -32737.9650,
  "e_lumo_ev": 0.49
}



No. 7
{
  "formula": "C4H6Cl3N3",
  "method": "ωB97M-V/def2-TZVPD",
  "species": ["Cl", "Cl", "Cl", "N", "N", "N", "C", "C", "C", "C", "H", "H", "H", "H", "H", "H"],
  "coordinates": [[-4.7389, 0.7066, -0.4578], [3.2266, 1.9244, 0.0310], [-1.5109, 0.3805, -0.2272], [2.4766, -0.4588, -0.7694], [1.0257, 0.6212, 0.6422], [0.4298, -1.4426, -0.3235], [1.6057, -1.5246, -0.8554], [0.0089, -0.4220, 0.5405], [-3.6761, 1.0128, 0.7275], [2.1408, 0.6405, -0.0347], [-0.2167, -2.2277, -0.4091], [-3.5728, 0.3089, 1.5518], [-3.3234, 2.0336, 0.8698], [0.7834, 1.3807, 1.2717], [1.9513, -2.4234, -1.3506], [3.3898, -0.5101, -1.2069]],
  "lowdin_charge": [0.90, 0.95, 0.69, 0.13, 0.05, 0.05, 0.02, -0.48, -0.48, -0.67, 0.19, 0.07, 0.06, 0.17, 0.18, 0.18],
  "homo_ev": [-15.49, -15.49],
  "de_lowest_kcal_mol": 44.4,
  "energy_ev": -46261.6395,
  "e_lumo_ev": [-9.31, -9.31],
  "charge": 2
}



No. 8
{
  "formula": "C9H17CaO11",
  "method": "ωB97M-V/def2-TZVPD",
  "species": ["Ca", "O", "O", "O", "O", "O", "O", "O", "O", "O", "O", "O", "C", "C", "C", "C", "C", "C", "C", "C", "C", "H", "H", "H", "H", "H", "H", "H", "H", "H", "H", "H", "H", "H", "H", "H", "H", "H"],
  "coordinates": [[-0.1370, -0.7356, -1.1621], [1.8780, 0.4435, -0.9292], [1.3133, -2.2452, -2.6013], [3.0145, 1.6721, -2.4216], [2.5216, 2.5495, -0.4170], [-0.2582, 0.3206, -3.3734], [-2.0493, -0.5388, -2.5089], [-0.0464, -3.5570, -3.8874], [-0.6097, -2.9308, -1.8447], [-1.9958, -0.2993, -4.7067], [-1.2197, 0.9569, 0.2480], [-0.8497, -1.8031, 0.7744], [0.4983, -1.5088, 2.8507], [-1.5131, 2.2179, 2.2493], [-0.8568, 3.3843, 0.1464], [-0.7165, 2.0833, 0.9475], [1.3231, -2.6894, 0.7285], [0.3374, -3.0737, -2.7658], [2.4725, 1.4778, -1.3259], [-1.5125, 0.0455, -3.5700], [0.1573, -2.3414, 1.6351], [0.3285, 1.8802, 1.1726], [0.0983, 3.9096, 0.1059], [-2.5708, 2.4156, 2.0650], [1.0197, -0.5930, 2.5565], [-1.4432, 1.2838, 2.8160], [1.1047, -3.4403, -0.0249], [2.8596, 3.1822, -1.0710], [2.1609, -3.1296, 1.3002], [-2.1130, 1.1585, -0.0605], [-1.0723, 2.9887, 2.8910], [-0.2682, -3.2926, 1.9990], [-1.1440, 3.1431, -0.8799], [-1.6950, -1.8953, 1.2184], [1.8077, -1.7806, 0.3571], [-1.6125, 4.0747, 0.5331], [-0.3689, -1.2359, 3.4596], [1.1574, -2.0974, 3.4960]],
  "lowdin_charge": [1.39, -0.14, -0.22, -0.02, -0.02, -0.23, -0.32, -0.18, -0.32, -0.19, -0.14, -0.15, -0.07, -0.08, -0.04, -0.46, -0.06, -0.95, -0.79, -0.94, -0.48, 0.13, 0.06, 0.07, 0.08, 0.06, 0.08, 0.07, 0.07, 0.10, 0.07, 0.13, 0.10, 0.10, 0.07, 0.06, 0.06, 0.07],
  "homo_ev": 3.88,
  "de_lowest_kcal_mol": 0.0,
  "energy_ev": -50568.2940,
  "e_lumo_ev": 6.21,
  "charge": -3
}